The following is a quantum chemistry calculation of C30H34Br4F2N4O3PbS as an isolated structure, from OMol25.

Geometry as XYZ:
```
79
Properties=species:S:1:pos:R:3:forces:R:3:lowdin_charge:R:1
Pb 10.81758 9.91655 13.40203 -1.8 1.4 0.4 1.3606
C 14.39183 6.56098 20.04000 -0.8 0.2 -0.9 -0.0588
C 14.51290 7.63410 18.92214 0.2 -0.2 0.5 -0.5385
C 15.69308 8.60624 19.33019 -0.3 -1.6 -0.2 -0.0387
C 14.89836 6.96505 17.60040 -0.2 -0.5 0.2 -0.0612
C 13.20597 8.38627 18.76600 -0.5 1.4 0.2 -0.1710
C 12.77583 9.10976 19.90733 0.5 0.4 1.0 -0.0654
C 11.77660 10.07008 19.87293 0.1 -0.8 -0.3 -0.1036
C 11.16764 10.29892 18.64451 0.4 -0.5 1.2 -0.5352
S 9.92323 11.39144 18.32425 -0.8 0.8 0.1 1.0821
C 9.85295 10.82532 16.67538 0.1 -0.1 -1.1 -0.5005
N 10.73969 9.91851 16.36638 -0.2 -0.2 1.4 0.1157
C 11.49260 9.54217 17.53495 -0.9 0.8 -2.3 -0.2493
C 12.50499 8.59474 17.55443 1.2 -0.6 0.8 0.0725
C 8.86731 11.44560 15.73557 -0.4 0.0 -0.1 -0.2710
C 7.79305 12.21881 16.18843 1.0 -0.2 1.0 -0.1047
C 6.95156 12.86284 15.30647 -0.8 1.0 1.1 -0.1585
C 7.09132 12.65455 13.96200 0.7 -1.5 -1.3 -0.1257
C 8.05926 11.70262 13.51081 -1.4 2.3 0.8 -0.1480
C 9.00819 11.19302 14.37392 -0.4 -0.4 0.3 -0.2885
H 15.20776 5.88936 19.95900 1.0 -0.8 -0.1 0.0547
H 13.48190 5.97201 19.90900 -0.1 0.0 0.0 0.0887
H 14.41108 6.93652 21.04533 -0.1 0.5 0.5 0.0601
H 16.62781 8.00873 19.31029 -0.4 0.2 0.5 0.0829
H 15.54772 9.12253 20.28354 0.0 -0.2 -0.1 0.0699
H 15.83671 9.30958 18.55186 -0.1 1.0 -0.7 0.0654
H 15.80767 6.37958 17.81136 -0.2 0.2 -0.5 0.0825
H 15.07482 7.73603 16.84584 0.2 -0.2 -0.1 0.0888
H 14.10849 6.28077 17.20448 0.6 0.5 0.4 0.1052
H 13.31430 9.03327 20.88999 -0.5 -0.3 -1.1 0.1119
H 11.41532 10.54734 20.77319 0.2 0.2 0.0 0.0943
H 12.80276 8.07210 16.63987 -0.3 0.3 0.2 0.1180
H 7.69022 12.35550 17.26132 -0.3 0.2 0.1 0.0625
H 6.19312 13.56264 15.71093 0.4 -0.5 -0.3 0.0893
H 6.42188 13.11909 13.23904 0.0 0.1 0.1 0.0752
H 8.00565 11.53483 12.44195 0.5 -0.5 -0.3 0.0708
Br 15.93578 4.81164 13.03502 -0.2 0.1 0.1 0.5941
C 15.03238 6.48744 13.26327 1.5 0.1 -0.3 -0.7579
C 15.79736 7.66552 13.18614 -0.4 -0.4 -0.3 -0.7708
Br 17.66116 7.69516 12.76340 -0.2 -0.3 0.1 0.6011
C 15.16005 8.90860 13.35022 -0.9 -0.4 0.2 -0.6737
Br 15.89085 10.62080 12.98458 0.4 -0.1 0.2 0.6817
C 13.80289 8.94810 13.70041 -1.4 0.2 0.2 -0.4539
O 13.14203 9.99457 14.07086 2.0 -0.3 0.1 -0.3091
C 12.96495 7.74048 13.48988 0.1 -0.1 -0.2 -0.4262
O 11.67015 7.87299 13.36461 2.2 -2.0 0.7 -0.3062
C 13.64370 6.49871 13.41046 -0.7 1.8 0.1 -0.6966
Br 12.48173 5.02885 13.43097 0.2 -0.6 -0.1 0.7150
C 13.28560 13.32598 15.51577 -0.7 -0.7 -1.2 -0.1434
O 12.28337 12.42840 14.93598 2.2 0.2 0.4 -0.2019
H 13.20730 13.30370 16.60714 0.2 0.1 -0.1 0.0633
H 13.11265 14.33397 15.11347 -0.2 -0.1 0.4 0.0599
H 14.30098 13.05598 15.16757 -0.3 -0.1 0.4 0.0657
H 12.81406 11.60812 14.69391 -1.0 0.7 0.1 0.0202
F 7.98656 8.35146 12.31528 -0.9 0.0 -0.6 -0.1326
C 8.75808 8.36709 13.47758 2.3 0.0 0.0 -0.4250
F 7.89747 8.43011 14.54634 -1.0 0.2 0.4 -0.0897
H 9.18594 7.36651 13.54857 -0.1 -0.4 -0.1 0.0408
C 9.69645 8.70042 8.68985 0.1 0.2 -0.1 -0.0641
N 10.30978 10.03104 8.76196 -0.8 0.5 0.2 -0.1934
C 10.69498 10.58611 7.49360 0.5 -0.5 -0.6 -0.1067
C 10.76857 10.53485 9.97208 1.0 -2.2 1.9 -0.4125
N 11.14229 9.71365 10.96355 -0.5 1.8 -3.4 0.0327
N 10.88412 11.88861 10.13980 0.1 0.3 0.0 -0.1604
C 11.76789 12.44424 11.17420 -0.3 0.4 0.5 -0.0715
C 10.05265 12.89741 9.50752 0.0 -0.2 -0.8 -0.0827
H 9.14033 8.69161 7.70630 0.4 -0.3 1.2 0.0894
H 9.02956 8.49021 9.57174 0.6 0.4 -0.9 0.1035
H 10.50408 7.93480 8.67060 -0.6 0.1 -0.1 0.0864
H 11.05846 9.74873 6.83868 -0.2 0.7 0.4 0.0904
H 11.51694 11.30499 7.59571 -0.2 -0.1 0.1 0.0896
H 9.86717 11.07470 6.96027 0.0 0.0 0.0 0.0720
H 11.24099 8.76136 10.62966 -0.1 -0.1 0.0 0.0453
H 12.64695 11.78988 11.36235 -0.7 0.5 -0.1 0.0921
H 11.21547 12.63025 12.13231 0.5 -0.4 -0.6 0.0755
H 12.05246 13.45850 10.81521 0.2 -0.6 0.1 0.0788
H 9.35679 12.42709 8.79252 0.2 0.2 0.4 0.0762
H 10.70576 13.60130 8.94559 -0.3 -0.3 0.2 0.0829
H 9.46646 13.50636 10.21607 0.2 -0.4 0.1 0.0892
```
Positions in Å, forces in eV/Å.

Computed properties:
Gap between HOMO and LUMO, hartree: 0.1381
ΔE to the lowest compared entry with this formula, charge and spin, kcal/mol: 17.0
HOMO level, eV: 0.30
Net charge: -2
Calculated total energy, eV: -345450.0975
Molar mass, g mol⁻¹: 1095.51

The following is a quantum chemistry calculation of C30H34Cl2MoN5O3P2S4 as an isolated structure, from OMol25.

Geometry as XYZ:
```
81
Properties=species:S:1:pos:R:3:forces:R:3:lowdin_charge:R:1
Mo 0.88007 -1.57781 -0.26200 0.1 -0.2 -0.4 0.4156
O 0.89098 -4.58413 0.11363 -0.2 -0.1 0.0 -0.0538
N 0.00799 -3.62550 -0.36297 0.2 0.1 0.0 -0.2244
C -1.05548 -4.17682 -0.79720 0.2 -0.1 0.1 -0.0752
C -2.24853 -3.56578 -1.37664 0.0 0.1 0.0 -0.1870
C -3.15020 -4.48977 -1.91517 0.0 -0.1 0.0 -0.0222
C -4.34497 -4.09459 -2.48159 -0.1 0.0 0.0 -0.0488
C -4.67854 -2.74914 -2.50127 0.1 0.0 0.1 -0.0425
C -3.80140 -1.82460 -1.95753 0.0 0.0 0.0 -0.0776
C -2.57871 -2.20573 -1.40489 -0.1 0.0 0.0 -0.2848
P -1.54256 -0.87846 -0.68547 0.2 -0.1 0.2 1.0075
C -2.68398 -0.25646 0.60253 0.0 0.2 -0.1 -0.3622
C -2.72821 -0.93971 1.81449 0.0 -0.1 0.0 -0.1319
C -3.59609 -0.53878 2.82109 0.1 0.0 0.0 -0.0625
C -4.43517 0.54735 2.62519 0.0 0.0 0.0 -0.0787
C -4.41939 1.22033 1.41031 0.0 -0.1 0.0 -0.0780
C -3.55392 0.81831 0.40219 0.1 0.0 0.0 -0.1010
C -1.54983 0.37099 -2.01688 -0.1 -0.1 -0.1 -0.3976
C -1.59248 -0.05433 -3.34208 0.0 0.1 0.0 -0.0958
C -1.50383 0.86611 -4.37972 0.0 0.0 0.0 -0.0659
C -1.36136 2.21541 -4.10143 0.0 0.0 0.0 -0.0765
C -1.29311 2.64374 -2.78146 0.0 0.0 0.0 -0.0730
C -1.37665 1.72879 -1.74554 0.0 -0.1 0.0 -0.1506
H 1.70377 -4.09218 0.34119 0.0 0.0 -0.1 -0.0028
H -1.07172 -5.26170 -0.72791 0.0 0.0 0.0 0.1460
H -2.89965 -5.54321 -1.88576 0.0 0.0 0.0 0.1197
H -5.01676 -4.83414 -2.89529 0.0 0.0 0.0 0.1154
H -5.61490 -2.42056 -2.93102 0.0 0.0 0.0 0.1151
H -4.06929 -0.77586 -1.96913 0.0 0.0 0.0 0.1112
H -2.08771 -1.79685 1.98185 0.0 0.0 0.0 0.0502
H -3.61405 -1.08100 3.75705 0.0 0.0 0.0 0.1128
H -5.11242 0.86005 3.40908 0.0 0.0 0.0 0.1100
H -5.09235 2.05055 1.23964 0.0 0.0 0.0 0.1106
H -3.56744 1.34335 -0.54276 0.0 0.0 0.0 0.0981
H -1.70380 -1.10686 -3.56884 0.0 0.0 0.0 0.1098
H -1.55315 0.52305 -5.40527 0.0 0.0 0.0 0.1124
H -1.30320 2.93317 -4.90937 0.0 0.0 0.0 0.1102
H -1.17985 3.69741 -2.55965 0.0 0.0 0.0 0.1081
H -1.28634 2.06700 -0.72103 0.0 0.0 0.0 0.0728
C 2.31627 1.49197 -3.68121 -0.1 -0.1 0.0 -0.1049
C 1.87933 0.28662 -2.89534 0.1 0.4 0.3 -0.7195
S 1.56136 0.48791 -1.21941 -0.1 -0.3 0.0 0.6568
C 1.73187 -0.93862 -3.46888 0.0 -0.1 -0.1 -0.7578
C 1.99051 -1.18408 -4.93169 0.0 0.0 0.0 -0.1024
S 1.29352 -2.25145 -2.48700 0.0 -0.1 0.0 0.7158
H 2.23308 2.40247 -3.08953 0.0 0.0 0.0 0.0569
H 1.69317 1.61250 -4.56976 0.0 0.0 0.0 0.0773
H 3.35092 1.38421 -4.01545 0.0 0.0 0.0 0.0901
H 1.36792 -0.52852 -5.54682 0.0 0.0 0.0 0.0792
H 1.76687 -2.21494 -5.19609 0.0 0.0 0.0 0.0676
H 3.03220 -0.98524 -5.19119 0.0 0.0 0.0 0.0892
S 0.51348 -1.53938 2.08103 0.0 0.3 0.2 0.6230
C 2.03773 -1.87698 2.83637 0.1 0.1 -0.2 -0.7112
C 2.14058 -1.58610 4.22398 -0.1 0.0 0.1 -0.2400
N 2.21696 -1.25614 5.32662 0.1 0.0 -0.1 0.1707
C 3.15651 -2.15887 2.11738 0.0 0.0 0.2 -0.7291
S 3.11990 -2.29879 0.41335 -0.2 0.0 -0.2 0.6744
C 4.42509 -2.28255 2.77541 -0.1 -0.1 -0.1 -0.2584
N 5.43498 -2.37278 3.31587 0.1 0.0 0.0 0.1867
N 3.55686 1.31408 5.34524 0.1 0.0 0.0 0.1249
C 2.55763 1.92018 4.40409 0.0 0.0 -0.1 -0.1830
P 3.40666 1.87313 2.75294 -0.1 -0.1 -0.2 0.3911
O 4.84991 1.83892 3.13125 0.1 0.0 0.1 -0.3288
O 2.77092 0.88925 1.82914 0.0 0.1 0.1 -0.3985
C 3.05121 3.47420 1.88150 -0.1 -0.1 0.0 -0.1849
N 3.24079 3.09755 0.43728 -0.2 -0.1 0.0 0.1253
H 4.47273 1.35773 4.83502 0.0 0.0 0.0 0.1162
H 3.31313 0.32387 5.51812 -0.1 0.0 0.1 0.0838
H 3.62982 1.81074 6.22987 -0.1 -0.1 0.0 0.1620
H 2.32313 2.93365 4.72440 0.0 0.0 0.0 0.0996
H 1.64926 1.32564 4.39673 0.0 0.0 0.1 0.0751
H 3.71868 4.29529 2.12728 0.1 0.0 0.0 0.1064
H 2.00990 3.76738 2.01454 0.0 0.0 -0.1 0.0533
H 2.68850 2.22914 0.25555 0.1 0.1 0.1 0.0422
H 4.21521 2.84033 0.26544 0.0 0.0 0.0 0.1662
H 2.96919 3.83516 -0.21110 0.0 0.0 0.0 0.1621
Cl -0.23043 1.89207 1.99721 0.0 0.0 0.0 0.5861
C -1.45278 3.03282 2.57821 0.0 0.0 0.0 -0.9759
Cl -0.70493 4.43460 3.36906 0.0 0.0 0.0 0.5274
H -2.08246 2.52068 3.29657 0.0 0.0 0.0 0.0266
H -2.03093 3.39075 1.73364 0.0 0.0 0.0 0.0252
```
Positions in Å, forces in eV/Å.

Computed properties:
Gap between HOMO and LUMO (spin up / spin down), hartree: 0.2238 / 0.2243
ΔE to the lowest compared entry with this formula, charge and spin, kcal/mol: 6.0
HOMO level (spin up / spin down), eV: -9.79 / -9.66
Net charge: +1
Calculated total energy, eV: -134070.7489
Molar mass, g mol⁻¹: 869.70

Question: What is the net charge in the second record?
Answer: +1

Question: molar mass of number 1 (C30H34Br4F2N4O3PbS)?
Answer: 1095.51 g mol⁻¹